(1)
C16H40HgN2O6 | wB97M-V/def2-TZVPD

XYZ file:
```
65
Properties=species:S:1:pos:R:3:forces:R:3
Hg -0.451636 -0.073184 0.835746 -1.520 -2.132 -1.736
C -4.578426 -0.214444 -0.124484 0.309 -1.036 0.334
C -3.728586 -1.181334 0.769256 0.736 1.452 -1.078
O -2.406746 -1.382604 0.252976 -0.015 0.584 0.807
H -4.807696 -0.701914 -1.072064 -0.008 0.081 -0.094
H -4.066436 0.725116 -0.332334 0.177 0.013 0.118
H -5.515846 0.002336 0.387716 -0.139 0.080 -0.058
H -4.290106 -2.106364 0.900056 0.162 -0.405 -0.276
H -3.762966 -0.712494 1.752676 0.405 0.060 0.496
C 2.843174 3.209236 0.544846 1.972 -0.050 -1.385
C 1.645014 2.782546 1.276236 -0.618 -0.622 0.098
O 1.325634 1.424336 1.273986 0.886 1.138 0.295
H 3.811944 2.878636 0.919376 -0.185 -0.118 0.691
H 2.910644 4.295406 0.483416 -0.213 0.034 0.035
H 2.889614 2.811366 -0.468884 -0.507 0.106 -0.236
H 0.784694 3.327516 0.887696 -0.561 0.028 0.008
H 1.722974 3.131536 2.305906 -0.311 -0.245 0.617
C 2.497614 -4.270294 -1.743934 -1.289 -0.011 0.171
O 2.008344 -3.792914 -0.516364 -0.413 0.935 1.642
C 0.574794 -3.620584 -0.327254 1.436 0.088 0.885
C 0.389434 -3.249004 1.194656 -1.337 -1.465 -2.106
N 0.918784 -1.959064 1.478076 1.481 1.086 0.810
C 1.166274 -1.733784 2.920696 -1.035 1.074 0.302
C -0.158176 -1.370284 3.691646 1.386 -0.761 -0.688
O -0.871076 -0.276504 3.019706 1.427 -1.951 2.255
C -1.916196 0.190226 3.820046 -1.507 0.758 0.331
H 2.073294 -5.263664 -1.889814 0.357 -0.312 -0.332
H 3.586004 -4.278884 -1.685344 -0.206 -0.009 -0.150
H 2.103154 -3.628754 -2.531924 0.390 0.061 -0.461
H 0.097904 -4.575254 -0.549254 -0.392 0.167 -0.035
H 0.231114 -2.802294 -0.960024 -0.358 -0.088 -0.196
H 0.856954 -4.087654 1.710576 0.144 0.226 0.530
H -0.672836 -3.158884 1.421746 -0.197 -0.663 -0.142
H 1.784474 -1.896204 0.961616 0.499 0.255 0.085
H 1.833124 -0.890114 3.098496 0.022 0.268 -0.638
H 1.695534 -2.543484 3.423066 -0.408 -0.488 -0.073
H 0.185564 -1.145104 4.701226 -0.209 0.913 0.044
H -0.746986 -2.270074 3.869926 -0.705 0.161 -0.694
H -2.786376 -0.463124 3.883486 0.182 -0.543 -0.320
H -2.293466 1.093786 3.341166 0.153 0.149 0.264
H -1.622596 0.366796 4.854806 0.382 0.299 -0.090
C 2.990804 2.624616 -3.559234 0.503 -0.408 0.184
O 2.411134 1.615686 -2.770824 -0.522 -0.976 1.109
C 1.714594 0.616656 -3.502404 0.139 -0.334 0.565
C 0.911004 -0.359154 -2.549764 0.520 -0.542 -0.266
N 0.175334 0.346786 -1.515744 -0.050 0.311 0.200
C -1.106996 0.803336 -2.022454 0.597 0.783 -0.337
C -1.409636 2.119406 -1.334744 -0.937 -1.057 -1.333
O -1.509246 1.860296 0.040316 -0.940 0.791 1.017
C -2.152866 2.899386 0.778836 0.585 1.086 0.456
H 2.232134 3.348086 -3.857764 0.174 0.161 -0.240
H 3.515004 2.170226 -4.399974 -0.178 0.169 -0.387
H 3.776294 3.056746 -2.939264 -0.241 0.393 -0.037
H 2.426004 0.051896 -4.104924 0.050 -0.292 -0.003
H 1.086984 1.155966 -4.211874 -0.629 -0.285 -0.058
H 1.422224 -1.138914 -1.985204 1.252 0.234 -0.576
H 0.225994 -0.956174 -3.151794 -0.196 0.238 -0.226
H 0.716324 1.193986 -1.417364 0.389 0.317 0.439
H -1.897796 0.062486 -1.904694 0.060 -0.028 0.253
H -0.921186 0.999496 -3.078434 -0.682 0.258 -0.278
H -2.354416 2.376396 -1.813764 -0.323 0.776 0.584
H -0.647176 2.863836 -1.564054 0.090 0.230 0.105
H -3.151386 3.154476 0.423896 0.166 -0.119 -0.364
H -1.484596 3.760186 0.802056 -0.174 0.538 -0.758
H -2.228456 2.783746 1.860046 -0.028 -1.360 -0.077
```
Positions in Å, forces in eV/Å.

## Properties
2S+1   2
⟨S²⟩   0.754
HOMO (spin up / spin down)   -10.3318 / -10.3229 eV
Charge   +1
LUMO level (spin up / spin down)   -2.19 / -5.60 eV

Atom charges from the natural (NBO) analysis, given in e for atoms 1 to 5:
1 Hg 1.5962
2 C -0.6281
3 C -0.0450
4 O -1.0031
5 H 0.2044

***

(2)
C25H49Cl3N5NiO3Si | wB97M-V/def2-TZVPD

XYZ file:
```
87
Properties=species:S:1:pos:R:3:forces:R:3
C 0.121829 4.826046 -3.897936 0.132 0.364 -0.602
C -0.809080 4.399825 -2.784951 -0.545 -0.640 -0.765
H -0.460057 5.128640 -4.782304 0.089 -0.057 0.266
H 0.811988 4.042446 -4.267298 -0.494 0.454 0.644
H 0.716384 5.719752 -3.640506 -0.044 -0.371 0.132
C -2.129872 4.694636 -2.847938 1.437 -0.453 0.971
C -2.808830 5.533838 -3.882031 -0.368 0.031 0.050
H -2.737234 4.291851 -2.031542 0.023 0.351 -0.398
H -2.610804 5.206293 -4.903903 0.255 0.089 -0.013
H -2.577502 6.603920 -3.791192 0.028 -0.234 -0.086
H -3.880892 5.416183 -3.749201 -0.198 0.186 0.002
Ni 1.937522 0.812776 2.199409 1.050 0.525 0.920
Cl 1.245970 2.214446 3.882034 -0.016 0.433 0.898
Cl 3.371960 -0.678555 1.366475 0.788 -0.115 -0.258
H 4.504946 -6.127917 3.308918 -0.198 0.051 -0.023
H 5.513690 -4.078213 3.138889 0.058 0.170 -0.041
C 3.797670 -5.958683 2.488082 -0.038 -0.038 0.078
C 5.001469 -3.847390 2.200892 -0.248 0.051 -0.157
N 3.735322 -4.546363 2.191702 -0.149 -0.510 0.031
H 2.800867 -6.293958 2.769351 0.071 -0.116 -0.051
C 2.581577 -3.988757 1.728139 -0.215 0.381 -0.148
O 1.511762 -4.582030 1.604805 0.797 0.160 0.171
H 4.814833 -2.777209 2.119845 0.148 0.002 -0.022
H 2.725457 -2.908257 1.484503 -0.276 -0.594 0.127
H 4.157219 -6.547360 1.633197 -0.125 0.065 -0.003
H 5.631807 -4.184306 1.367275 0.026 0.118 0.085
H -0.549184 -0.576380 -4.601380 -0.023 -0.324 -0.033
H -2.915008 1.092672 -4.762271 -0.332 -0.400 0.019
C -1.350434 -1.321779 -4.514050 0.068 0.598 0.089
C -3.397825 0.117225 -4.552300 0.323 -0.090 0.464
N -2.473680 -0.730455 -3.794317 -0.552 -0.511 -0.049
H -0.996126 -2.185260 -3.947371 0.037 0.186 -0.146
C -2.753181 -1.157961 -2.527975 0.872 -0.479 0.664
O -1.997104 -1.835813 -1.823347 -1.168 0.783 -1.187
H -4.302184 0.282909 -3.937908 0.393 0.000 -0.396
H -3.747073 -0.828286 -2.155391 0.322 0.026 -0.180
H -1.657366 -1.604241 -5.527460 -0.100 -0.078 0.184
H -3.665116 -0.373184 -5.506848 0.021 0.238 0.411
O 0.363758 2.252600 -2.377550 -2.259 1.641 -0.458
C -0.209102 3.440821 -1.747369 0.921 -1.188 -0.088
C -2.210999 2.061690 -1.371733 -1.260 0.480 0.044
C -1.222782 2.856994 -0.792111 0.317 -1.149 0.100
H -2.169439 1.863707 -2.444693 -0.034 0.076 0.300
C -3.356088 1.719345 -0.637202 0.357 0.105 0.316
H 0.648090 3.875149 -1.220909 -0.344 0.323 0.155
C -1.120891 2.846125 0.600830 -0.035 1.264 -0.036
H -4.216229 1.265203 -1.137764 0.269 0.088 0.200
C -3.385011 1.992635 0.739176 0.314 0.095 -0.014
C -2.210731 2.454506 1.364168 -1.045 -0.263 0.127
H -0.220342 3.234869 1.088712 -0.576 -0.081 -0.219
H -4.291938 1.826322 1.334388 0.405 -0.110 -0.273
H -2.184885 2.535798 2.458950 0.136 -0.006 -0.509
Si 1.517292 1.375529 -3.055695 2.356 0.544 4.225
Cl 1.914767 2.590655 1.039943 0.721 1.321 -1.632
C 1.131210 -0.360792 -2.569495 -0.328 -1.216 -0.492
C 3.034734 1.502947 -1.887623 0.539 -0.562 -0.372
C 2.212637 2.135741 -4.568451 -0.326 -0.617 -1.185
H 0.080576 -0.595584 -2.364604 0.160 -0.011 -0.441
H 1.641868 -0.539502 -1.596786 -0.054 0.274 -0.773
H 1.560437 -1.033770 -3.338241 -0.335 -0.225 0.545
H 1.427686 2.217734 -5.338899 0.553 0.322 -0.081
H 3.008943 1.471859 -4.924492 -0.062 0.170 -0.147
H 2.666899 3.098527 -4.284727 -0.344 -0.371 -0.199
H 2.979893 1.356101 -0.787996 -0.626 0.135 -0.885
H 3.540303 2.457524 -2.043980 0.451 -0.029 -0.023
H 3.677447 0.642177 -2.204234 0.097 0.729 -0.099
C -2.095534 -0.917919 1.243686 0.125 0.305 -0.660
N -1.700039 -0.897217 2.629665 -0.811 -0.416 0.480
C -2.696887 -1.359142 3.579429 0.043 -0.356 -0.227
C -0.427725 -0.623313 2.971412 0.911 0.407 -1.520
N 0.474875 -0.336067 2.056951 -1.638 -1.371 0.494
N -0.070915 -0.656483 4.285469 -0.387 -0.322 0.488
C -0.777599 0.185741 5.223555 -0.180 0.634 0.492
C 1.328384 -0.882271 4.607137 0.220 0.474 -0.509
H -3.184837 -0.897324 1.192749 0.104 -0.021 -0.039
H -1.725923 -1.777383 0.667491 -0.050 -0.035 0.366
H -1.731052 -0.021277 0.738243 -0.058 -0.093 0.011
H -2.210190 -1.729649 4.474681 -0.021 -0.160 -0.019
H -3.384848 -0.551191 3.858763 0.003 -0.103 -0.059
H -3.274537 -2.179773 3.135471 0.110 0.168 0.058
H 0.270498 -0.602644 1.102413 -0.296 -0.039 0.148
H -0.397368 -0.033024 6.219407 -0.049 -0.033 0.091
H -0.587469 1.246184 5.024832 -0.047 -0.184 0.062
H -1.847463 0.013052 5.236054 -0.040 -0.012 0.004
H 1.685019 -1.775138 4.087507 -0.011 0.024 0.263
H 1.924963 -0.008817 4.287229 0.052 -0.576 0.515
H 1.386219 -0.945520 5.695756 0.209 -0.281 -0.173
```
Positions in Å, forces in eV/Å.

## Properties
2S+1   3
⟨S²⟩   2.006
HOMO (spin up / spin down)   -4.7257 / -4.8444 eV
Charge   -1
LUMO level (spin up / spin down)   2.16 / 2.16 eV

Atom charges from the Löwdin analysis, given in e for atoms 1 to 5:
1 C -0.0366
2 C -0.1974
3 H 0.0653
4 H 0.0386
5 H 0.0926

***

(3)
C15H23BBaN6Si | wB97M-V/def2-TZVPD

XYZ file:
```
47
Properties=species:S:1:pos:R:3:forces:R:3
C 3.340625 0.354808 -1.121794 -0.053 -0.002 -2.758
N 2.087820 0.567663 -1.560774 -0.493 -1.356 0.372
N 1.989507 0.153868 -2.891407 0.340 0.774 0.728
C 3.260215 -0.114102 -3.325339 0.572 0.267 1.771
C 4.176854 -0.005864 -2.221882 -2.748 0.125 -0.931
B 0.587560 0.186202 -3.721407 0.381 -0.591 0.002
N -0.535416 -0.998726 -3.508191 -1.573 0.276 0.000
N -1.474612 -0.997503 -2.479146 1.033 -0.772 0.896
C -2.137759 -2.172030 -2.466895 0.705 1.159 -2.387
C -1.913110 -2.814038 -3.708418 1.446 1.206 -0.190
C -0.891024 -2.031678 -4.335763 -0.721 -0.448 0.878
Ba -0.127567 -0.366039 -0.480202 0.885 -0.814 -1.070
N -0.117236 1.572577 -3.396782 -0.535 1.874 -1.549
N -0.540061 1.811130 -2.097451 -0.954 1.801 0.285
C -1.098029 3.024504 -2.065089 0.468 -1.472 0.934
C -1.059850 3.605083 -3.336083 -0.776 1.541 0.485
C -0.427801 2.651446 -4.154469 1.766 -3.620 -0.449
H -1.497426 3.405630 -1.129967 0.071 0.041 -0.331
H -0.170049 2.647698 -5.219694 -0.211 0.176 0.525
H -1.442774 4.590487 -3.619382 0.219 -0.511 0.013
H 0.884462 0.146424 -4.857779 0.035 0.059 -0.392
H -0.444442 -2.090259 -5.321142 0.016 -0.327 0.230
H 3.436833 -0.305921 -4.366368 0.123 -0.237 -0.126
H -2.456051 -3.654484 -4.106787 0.324 -0.137 -0.039
H 5.239587 -0.111872 -2.228537 0.250 -0.226 -0.095
H -2.727794 -2.471239 -1.614981 -0.404 0.186 -0.194
H 3.606600 0.433876 -0.088127 -0.016 0.422 0.280
H -2.050297 -0.725100 0.966107 -0.424 -0.114 0.115
C -2.121338 -1.557401 1.662373 -0.127 0.213 0.221
H -2.956400 -2.197335 1.350548 0.359 0.070 0.349
H -1.165064 -2.092979 1.748102 -0.309 -0.130 -0.228
H -2.271147 -1.059187 2.622825 -0.387 -0.416 -0.124
C 1.618546 -0.907922 4.987136 -0.454 0.432 0.492
Si 0.032408 0.022125 4.768910 -0.343 -0.988 -0.731
C -1.529896 -0.887797 5.182325 0.499 0.378 0.310
C 0.026612 1.857019 5.004552 0.083 -0.162 -0.110
C 0.045145 0.026197 2.993946 0.320 0.641 -2.088
C 0.430860 0.319696 1.823566 0.405 0.784 1.788
H 1.660336 -0.877783 6.074846 0.974 -0.609 0.212
H 2.446549 -0.372936 4.506857 -0.141 -0.091 0.397
H 1.551597 -1.923681 4.578563 -0.021 0.211 0.400
H -1.391313 -0.842494 6.261750 -0.916 -0.524 0.424
H -2.431968 -0.356702 4.858317 0.197 -0.073 0.330
H -1.537489 -1.920621 4.815612 0.089 0.234 0.296
H 0.904547 2.306312 4.524182 -0.171 -0.027 0.447
H -0.888345 2.308253 4.600486 0.211 -0.109 0.416
H 0.077594 1.864672 6.092857 0.006 0.882 0.196
```
Positions in Å, forces in eV/Å.

## Properties
HOMO (spin up / spin down)   -14.5585 / -14.6146 eV
Charge   +2
LUMO level (spin up / spin down)   -10.43 / -9.21 eV

Atom charges from the Löwdin analysis, given in e for atoms 1 to 5:
1 C -0.1334
2 N -0.1958
3 N -0.0723
4 C -0.0368
5 C -0.0028